Entry 1:
DFT (ωB97M-V/def2-TZVPD) results for a structure of composition C27H38BBrN6S3Tl.

Structure (XYZ):
```
77
Properties=species:S:1:pos:R:3:mulliken_charge:R:1
Tl 0.92 -0.70 -0.47 0.8332
C -3.16 -4.18 -0.10 -1.4973
C -3.39 -3.03 -1.08 1.0430
C -4.84 -3.00 -1.58 -1.5296
C -2.47 -3.23 -2.28 -2.0048
N -3.16 -1.74 -0.32 0.6609
C -3.90 -1.51 0.82 -0.2611
C -3.53 -0.31 1.31 -1.3016
N -2.56 0.20 0.48 -0.0487
B -1.89 1.54 0.89 1.0350
N -0.88 1.38 2.06 -0.0359
C -0.60 2.49 2.82 -1.3182
C 0.35 2.16 3.70 -0.2625
N 0.67 0.83 3.50 0.6357
C -0.09 0.37 2.48 0.2912
S -0.12 -1.24 1.82 -0.4387
C 1.74 0.20 4.36 1.1785
C 1.25 0.31 5.81 -1.6128
C 3.02 1.01 4.15 -1.4702
C 2.02 -1.26 4.05 -2.1965
N -1.29 2.31 -0.32 -0.0274
C -2.16 2.95 -1.17 -1.3496
C -1.45 3.46 -2.18 -0.2144
N -0.12 3.16 -1.96 0.5984
C -0.05 2.44 -0.81 0.2612
S 1.39 1.79 -0.07 -0.4059
C 0.91 3.59 -2.98 1.1081
C 0.72 5.09 -3.20 -1.6200
C 2.35 3.35 -2.56 -2.0265
C 0.62 2.80 -4.25 -1.3750
C -2.35 -0.68 -0.52 0.2382
S -1.23 -0.43 -1.83 -0.3946
H -3.29 -5.12 -0.62 0.4582
H -2.14 -4.14 0.30 0.3241
H -3.86 -4.16 0.74 0.3989
H -5.05 -3.93 -2.12 0.4419
H -5.55 -2.93 -0.76 0.3854
H -5.00 -2.17 -2.26 0.3659
H -2.72 -4.20 -2.70 0.5452
H -2.60 -2.47 -3.04 0.4444
H -1.42 -3.25 -1.99 0.3776
H -4.64 -2.20 1.18 0.5777
H -3.87 0.22 2.18 0.6132
H -2.78 2.23 1.32 -0.1777
H -1.12 3.42 2.67 0.6183
H 0.82 2.75 4.47 0.5726
H 1.11 1.34 6.13 0.4051
H 0.32 -0.23 5.95 0.3719
H 2.00 -0.13 6.47 0.4485
H 2.91 2.05 4.43 0.3820
H 3.82 0.57 4.75 0.4557
H 3.32 0.97 3.10 0.3199
H 1.15 -1.89 4.19 0.4458
H 2.39 -1.40 3.04 0.4561
H 2.79 -1.58 4.75 0.5759
H -3.22 2.98 -0.97 0.6059
H -1.77 4.03 -3.03 0.5614
H 0.86 5.64 -2.27 0.3858
H 1.47 5.43 -3.92 0.4553
H -0.26 5.34 -3.61 0.4164
H 2.59 3.85 -1.62 0.4499
H 2.59 2.29 -2.47 0.3882
H 2.97 3.77 -3.34 0.5374
H -0.39 2.99 -4.63 0.3637
H 1.33 3.09 -5.03 0.4598
H 0.72 1.73 -4.07 0.2530
Br 5.68 -5.13 -2.49 -0.1735
C 4.37 -3.89 -1.93 0.0478
C 3.80 -3.03 -2.86 -0.6335
C 2.83 -2.12 -2.45 -0.4774
C 2.44 -2.07 -1.12 0.3684
C 3.02 -2.94 -0.20 -0.2737
C 3.99 -3.85 -0.60 -0.6246
H 4.11 -3.08 -3.90 0.4357
H 2.39 -1.46 -3.19 0.4102
H 2.72 -2.92 0.85 0.2976
H 4.44 -4.52 0.11 0.4477
```

Kohn-Sham gap	8.655	eV
net charge	+1
largest force on an atom	0.06	eV/A
energy relative to the best compared isomer or geometry (same formula, charge and spin)	0.000	eV



Entry 2:
DFT (ωB97M-V/def2-TZVPD) results for a structure of composition C27H38ClN4NdO8 at a distorted geometry.

Structure (XYZ):
```
79
Properties=species:S:1:pos:R:3:lowdin_spin:R:1
O 1.08 0.33 -2.35 -0.0023
C -0.07 0.44 -3.00 -0.0001
C -0.05 1.82 -3.70 0.0000
C 0.45 2.93 -3.00 0.0001
H 0.68 2.83 -1.94 0.0000
C 0.70 4.13 -3.67 0.0000
H 1.15 4.97 -3.12 0.0000
C 0.38 4.24 -5.03 0.0000
H 0.56 5.19 -5.56 0.0000
C -0.17 3.15 -5.72 0.0000
H -0.45 3.23 -6.78 0.0000
C -0.36 1.93 -5.04 0.0000
H -0.75 1.05 -5.56 0.0000
H -0.12 -0.32 -3.81 0.0000
C -2.10 -1.29 -2.27 0.0009
C -1.65 0.17 -2.15 -0.0005
H -3.04 -1.37 -2.85 0.0001
H -2.28 -1.81 -1.32 0.0002
H -1.36 -1.86 -2.85 0.0000
C -2.56 1.14 -2.39 -0.0045
C -4.07 1.05 -2.37 -0.0008
H -2.26 2.13 -2.74 -0.0002
H -4.52 1.45 -3.29 -0.0001
H -4.48 1.66 -1.56 -0.0003
H -4.47 0.04 -2.24 0.0000
Nd -0.42 -0.03 0.48 3.0350
Cl -2.91 0.85 0.68 -0.0110
C -1.38 -0.19 3.41 0.0002
O -0.84 -1.06 2.66 -0.0043
N -1.24 -0.08 4.72 -0.0001
C -0.66 -1.15 5.53 0.0000
C -1.78 1.09 5.41 0.0000
H -2.04 0.58 2.95 0.0001
H -0.09 -1.82 4.89 0.0000
H -1.46 -1.70 6.05 0.0000
H -0.02 -0.69 6.29 0.0000
H -2.01 1.86 4.67 0.0000
H -1.03 1.48 6.11 0.0000
H -2.69 0.83 5.96 0.0000
H 4.99 1.91 -2.27 0.0000
H 4.92 2.15 0.29 0.0000
C 3.89 1.85 -2.19 0.0000
C 3.85 1.90 0.29 0.0000
N 3.52 1.19 -0.94 -0.0002
H 3.48 1.27 -3.02 0.0000
C 2.87 0.03 -0.94 0.0000
O 2.29 -0.48 0.03 -0.0011
H 3.61 1.27 1.15 0.0000
H 2.95 -0.51 -1.92 0.0000
H 3.50 2.87 -2.22 0.0000
H 3.29 2.84 0.35 0.0000
H 0.02 -5.68 0.51 0.0000
H 2.16 -5.66 -1.16 0.0000
C -0.44 -5.11 -0.31 0.0000
C 1.56 -4.99 -1.78 0.0000
N 0.56 -4.30 -0.98 -0.0001
H -1.24 -4.48 0.08 0.0000
C 0.63 -2.98 -0.79 0.0001
O -0.21 -2.32 -0.13 -0.0036
H 2.21 -4.25 -2.26 0.0000
H 1.49 -2.47 -1.27 0.0001
H -0.84 -5.83 -1.03 0.0000
H 1.06 -5.60 -2.55 0.0000
O 1.10 0.78 2.37 -0.0025
C 0.79 2.01 2.20 -0.0007
O 0.25 2.40 1.10 -0.0043
C 0.97 2.94 3.38 -0.0001
C 0.20 4.11 3.48 -0.0001
C 0.18 4.87 4.64 0.0000
C 0.95 4.46 5.74 0.0000
C 1.78 3.33 5.64 0.0000
C 1.79 2.57 4.48 0.0000
N 0.73 5.06 7.03 0.0000
O -0.10 6.00 7.13 0.0000
O 1.36 4.61 8.02 0.0000
H -0.41 4.41 2.62 0.0000
H -0.45 5.76 4.72 0.0000
H 2.40 3.05 6.50 0.0000
H 2.41 1.69 4.42 0.0000
```

Kohn-Sham gap (alpha / beta)	6.194 / 6.200	eV
2S+1	4
net charge	0
largest force on an atom	3.42	eV/A
<S²>	3.753



Entry 3:
DFT (ωB97M-V/def2-TZVPD) results for a structure of composition C27H38FeNO at a distorted geometry.

Structure (XYZ):
```
68
Properties=species:S:1:pos:R:3:lowdin_spin:R:1
Fe -0.21 0.17 1.01 3.4067
C 2.27 0.07 1.75 0.0825
C 2.54 -0.80 0.66 0.0572
C 2.09 -0.18 -0.54 0.0892
H 3.10 -1.73 0.72 0.0020
C 1.43 1.04 -0.20 0.0105
C 1.59 1.24 1.24 -0.0069
H 1.48 2.20 1.74 -0.0008
H 2.64 -0.04 2.77 0.0052
H 2.29 -0.48 -1.56 0.0083
H 1.14 1.79 -0.92 0.0007
C -2.34 0.18 1.31 0.0688
C -1.80 1.45 1.70 0.0333
C -1.18 2.04 0.55 0.0579
H -1.93 1.93 2.66 0.0034
C -1.35 1.14 -0.55 0.0464
C -2.05 -0.03 -0.09 0.0200
H -2.38 -0.85 -0.71 0.0023
H -2.96 -0.46 1.91 0.0054
H -0.75 3.03 0.50 0.0052
H -1.10 1.33 -1.59 0.0049
O 1.65 -2.99 -1.23 0.2962
C -0.42 -0.28 -4.89 0.0732
C 0.22 -1.48 -4.94 0.0351
C 0.41 0.94 -4.60 0.0115
C -1.91 -0.25 -4.70 0.0118
C 1.17 -3.06 -2.34 0.3472
H 1.29 -1.47 -4.75 0.0156
H -0.36 -2.36 -4.76 0.0249
H 0.07 -3.06 -2.65 0.0678
H 1.73 -2.88 -3.32 0.0800
H 0.50 1.68 -5.41 0.0035
H 1.43 0.59 -4.35 0.0022
H -0.04 1.44 -3.72 0.0025
H -2.52 -0.01 -5.60 0.0038
H -2.11 0.53 -3.94 0.0027
H -2.24 -1.24 -4.32 0.0021
C -1.23 -2.33 7.09 -0.0001
C -0.77 -1.34 6.05 0.0007
C -0.39 -0.04 6.39 0.0063
C 0.04 0.86 5.42 0.0009
C 0.46 2.25 5.81 -0.0001
C 0.08 0.46 4.09 0.0065
C -0.31 -0.85 3.69 0.0093
C -0.72 -1.72 4.72 0.0064
N -0.33 -1.27 2.37 0.0685
C -0.54 -2.71 2.14 0.0097
C 0.60 -3.53 2.81 0.0029
C -1.99 -3.15 2.38 0.0013
C -0.36 -3.07 0.68 0.0007
H -0.43 -2.55 7.81 -0.0001
H -2.09 -1.93 7.65 -0.0001
H -1.54 -3.27 6.62 0.0000
H -0.42 0.27 7.44 0.0006
H -0.36 2.78 6.31 -0.0001
H 1.31 2.21 6.51 -0.0001
H 0.77 2.83 4.93 0.0000
H 0.44 1.19 3.34 0.0010
H -1.01 -2.75 4.48 0.0003
H 0.67 -3.58 3.90 0.0001
H 0.57 -4.57 2.44 0.0007
H 1.55 -3.10 2.46 0.0004
H -2.58 -2.73 1.56 0.0001
H -2.05 -4.24 2.30 0.0006
H -2.49 -2.82 3.30 0.0001
H -0.96 -2.53 -0.04 -0.0002
H 0.66 -2.81 0.40 -0.0006
H -0.50 -4.16 0.65 0.0025
```

Kohn-Sham gap (alpha / beta)	2.374 / 5.598	eV
2S+1	6
net charge	-2
largest force on an atom	3.97	eV/A
<S²>	8.787
energy relative to the best compared isomer or geometry (same formula, charge and spin)	0.000	eV